The following is a DFT calculation (ωB97M-V/def2-TZVPD) of a structure of composition C32H21MoN5O9.

Geometry (Å):
Mo 0.317 -1.080 -0.239
C -1.462 -0.697 -3.050
O -0.831 -0.149 -1.855
C -1.448 1.006 -1.334
C -2.625 1.545 -1.812
C -3.096 2.713 -1.225
C -2.406 3.331 -0.188
C -1.231 2.782 0.291
C -0.760 1.608 -0.283
N 0.396 0.922 0.150
N 1.268 1.579 0.818
C 2.464 1.047 1.072
C 2.994 -0.014 0.251
O 2.172 -0.704 -0.495
C 4.374 -0.246 0.197
C 5.199 0.449 1.032
C 4.722 1.437 1.943
C 5.602 2.107 2.804
C 5.124 3.065 3.669
C 3.760 3.372 3.692
C 2.875 2.724 2.854
C 3.347 1.757 1.965
H -1.602 0.109 -3.763
H -2.406 -1.164 -2.773
H -0.769 -1.422 -3.453
H -3.185 1.091 -2.613
H -4.020 3.142 -1.587
H -2.794 4.238 0.253
H -0.680 3.236 1.101
H 4.749 -0.998 -0.483
H 6.262 0.238 1.021
H 6.655 1.860 2.782
H 5.801 3.581 4.336
H 3.393 4.121 4.380
H 1.819 2.947 2.895
O 0.653 -0.024 3.632
C 0.143 -0.656 2.754
O 0.838 -1.067 1.684
C -1.290 -1.090 2.790
C -1.933 -1.132 4.019
C -3.247 -1.536 4.075
C -3.962 -1.887 2.947
C -3.325 -1.836 1.726
C -1.987 -1.429 1.634
O -1.395 -1.264 0.429
N -4.101 -2.209 0.529
O -5.297 -2.214 0.627
O -3.480 -2.483 -0.489
N -3.928 -1.589 5.392
O -3.294 -1.194 6.340
O -5.074 -1.968 5.391
H -1.405 -0.848 4.920
H -4.997 -2.195 3.022
C 1.003 -3.110 0.286
C 0.367 -3.460 -0.948
C 1.002 -3.095 -2.168
C 0.446 -3.456 -3.384
C -0.772 -4.129 -3.398
C -1.455 -4.432 -2.202
C -0.902 -4.088 -0.997
C -1.365 -4.483 -4.657
N -1.829 -4.737 -5.675
H 2.084 -3.043 0.316
H 0.545 -3.435 1.212
H 1.983 -2.633 -2.144
H 0.951 -3.227 -4.313
H -2.409 -4.938 -2.252
H -1.407 -4.331 -0.071

Computed properties:
- Energy above the lowest of the compared OMol25 structures with the same formula, charge and spin: 16.1 kcal/mol
- Frontier orbital gap (spin up / spin down): 5.541 / 5.542 eV
- Total charge: +2
- LUMO energy (spin up / spin down): -8.56 / -8.56 eV

Atom charges from the Löwdin analysis, given in e for atoms 1 to 4: Mo 1.926; C 0.026; O -0.232; C -0.201


The following is a DFT calculation (ωB97M-V/def2-TZVPD) of a structure of composition C24H18F5LaO2 at a distorted geometry.

Geometry (Å):
C 0.442 -1.662 1.633
C -0.922 -1.900 1.133
C -0.818 -2.274 -0.258
H -1.835 -1.756 1.687
C 0.590 -2.270 -0.622
C 1.368 -1.888 0.545
H 2.439 -1.765 0.595
H 0.708 -1.344 2.622
H -1.645 -2.447 -0.925
H 0.978 -2.423 -1.615
C -0.997 2.202 0.289
C -0.649 1.699 1.591
C 0.801 1.515 1.644
H -1.344 1.440 2.368
C 1.347 1.926 0.371
C 0.231 2.349 -0.475
H 0.290 2.610 -1.518
H -1.996 2.359 -0.083
H 1.356 1.130 2.481
H 2.389 1.889 0.087
La -0.048 0.005 -0.128
O -0.299 -0.134 -3.953
C -1.440 -0.916 -4.451
C -0.110 -0.918 -5.203
H -1.685 -1.786 -3.848
H -2.249 -0.335 -4.885
H 0.508 -1.806 -5.059
H 0.804 -1.917 -7.492
C 0.544 -0.866 -7.589
C 0.053 -0.193 -6.449
C -0.273 1.172 -6.564
H -0.621 1.705 -5.684
C -0.117 1.830 -7.778
H -0.365 2.884 -7.851
C 0.358 1.148 -8.899
H 0.478 1.665 -9.845
C 0.688 -0.205 -8.792
H 1.066 -0.742 -9.656
F 0.350 -0.352 8.297
C 0.017 -0.325 6.997
C 0.227 0.831 6.231
F 0.764 1.920 6.827
C -0.113 0.855 4.903
F 0.087 2.031 4.232
C -0.696 -0.275 4.215
O -1.040 -0.314 3.032
C -0.900 -1.433 5.059
F -1.446 -2.520 4.478
C -0.558 -1.454 6.386
F -0.765 -2.566 7.125

Computed properties:
- Energy above the lowest of the compared OMol25 structures with the same formula, charge and spin: 73.0 kcal/mol
- Frontier orbital gap: 5.871 eV
- Total charge: 0
- LUMO energy: -0.73 eV

Atom charges from the Löwdin analysis, given in e for atoms 1 to 4: C -0.189; C -0.199; C -0.249; H 0.110


The following is a DFT calculation (ωB97M-V/def2-TZVPD) of the molecule C12H11N3 at a distorted geometry.

Geometry (Å):
C 3.242 -0.711 0.930
C 3.782 0.384 0.254
C 1.916 -1.132 0.920
C 2.932 1.214 -0.428
C 1.086 -0.213 0.373
C 1.694 0.869 -0.280
C -2.977 2.112 0.714
C -1.884 -2.211 -1.979
C -2.297 1.269 0.028
C -1.437 0.149 0.608
C -1.861 -1.347 0.508
C -2.018 -1.936 -0.704
N -0.208 0.212 -0.171
N 0.420 1.352 -0.713
N -0.120 0.333 -1.507
H 4.049 -1.257 1.407
H 4.891 0.504 0.297
H 1.679 -1.845 1.665
H 3.067 2.129 -0.941
H -3.618 2.863 0.264
H -2.971 2.216 1.798
H -2.709 -2.073 -2.670
H -1.018 -2.696 -2.369
H -2.423 1.272 -1.028
H -1.118 0.340 1.600
H -2.098 -1.797 1.424

Computed properties:
- Energy above the lowest of the compared OMol25 structures with the same formula, charge and spin: 242.4 kcal/mol
- Frontier orbital gap: 8.201 eV
- Total charge: 0
- LUMO energy: 0.85 eV

Atom charges from the Löwdin analysis, given in e for atoms 1 to 4: C -0.095; C -0.071; C -0.005; C -0.032


The following is a DFT calculation (ωB97M-V/def2-TZVPD) of the molecule C3H3BrClNO4 at a distorted geometry.

Geometry (Å):
C -0.105 -0.157 0.247
C -1.414 1.660 0.744
C 1.287 -0.733 -0.178
N 0.924 -1.640 -1.323
O -0.979 -0.866 0.616
O 0.502 -2.735 -1.082
O 0.932 -1.066 -2.389
O -0.224 1.148 0.160
Cl 1.925 -1.620 1.220
Br 2.297 0.765 -0.683
H -1.424 1.367 1.715
H -2.309 1.067 0.339
H -1.411 2.811 0.614

Computed properties:
- Energy above the lowest of the compared OMol25 structures with the same formula, charge and spin: 0.0 kcal/mol
- Frontier orbital gap: 10.146 eV
- Total charge: 0
- LUMO energy: -0.55 eV

Atom charges from the Löwdin analysis, given in e for atoms 1 to 4: C -0.632; C -0.021; C -1.048; N -0.436


The following is a DFT calculation (ωB97M-V/def2-TZVPD) of a structure of composition C5H8N2O at a distorted geometry.

Geometry (Å):
C -1.928 -0.173 0.384
C -1.374 1.219 -0.117
C 0.167 0.821 -0.491
C 1.493 -1.119 0.122
C 0.179 -0.710 -0.539
H -3.013 -0.192 0.172
H -1.505 -0.643 1.370
H -1.895 2.049 -0.933
H -1.000 1.916 0.982
H 2.689 0.613 0.733
H 1.901 -2.160 -0.425
H 1.633 -1.393 1.139
H 0.403 -0.514 -1.631
N 1.310 1.274 -0.247
N 2.214 0.216 -0.031
O -1.273 -1.202 -0.486

Computed properties:
- Energy above the lowest of the compared OMol25 structures with the same formula, charge and spin: 150.9 kcal/mol
- Frontier orbital gap: 9.435 eV
- Total charge: 0
- LUMO energy: 0.84 eV

Atom charges from the Löwdin analysis, given in e for atoms 1 to 4: C -0.183; C -0.084; C -0.308; C -0.109


The following is a DFT calculation (ωB97M-V/def2-TZVPD) of the molecule C2H3Cl2PS at a distorted geometry.

Geometry (Å):
C -0.525 0.020 0.776
C 0.288 0.733 0.007
P 0.369 0.951 -1.938
S -0.314 -0.407 2.756
Cl 2.179 0.246 -2.416
Cl -0.813 -0.663 -2.497
H -1.004 -1.568 2.692
H -1.323 -0.488 0.324
H 1.143 1.176 0.295

Computed properties:
- Energy above the lowest of the compared OMol25 structures with the same formula, charge and spin: 34.4 kcal/mol
- Frontier orbital gap: 9.526 eV
- Total charge: 0
- LUMO energy: 0.24 eV

Atom charges from the Löwdin analysis, given in e for atoms 1 to 4: C -0.408; C -0.424; P 0.157; S 0.597


The following is a DFT calculation (ωB97M-V/def2-TZVPD) of a cluster of 8 separate species, C14H44N8O8 in total at a distorted geometry.

Geometry (Å):
C 8.647 -28.004 -15.086
O 7.964 -26.842 -14.744
H 8.029 -28.694 -15.684
H 8.878 -28.529 -14.138
H 9.557 -27.733 -15.655
H 8.121 -26.628 -13.849
C 12.729 -29.737 -15.045
O 13.063 -30.036 -13.751
N 12.951 -30.574 -16.031
N 12.108 -28.677 -15.444
H 13.552 -31.336 -15.852
H 12.494 -30.685 -16.882
H 11.959 -27.924 -14.774
H 11.830 -28.554 -16.479
C 11.859 -27.972 -11.655
O 11.589 -27.411 -12.892
N 12.547 -29.068 -11.356
N 11.340 -27.566 -10.569
H 12.839 -29.552 -12.239
H 12.548 -29.617 -10.427
H 10.798 -26.592 -10.688
H 11.933 -27.621 -9.757
C 10.746 -29.519 -18.126
O 11.199 -30.832 -18.331
N 9.547 -29.273 -17.761
N 11.553 -28.515 -18.031
H 8.904 -30.079 -17.573
H 9.155 -28.425 -17.431
H 12.515 -28.618 -18.396
H 11.203 -27.609 -17.746
C 16.069 -29.693 -11.716
O 17.388 -29.539 -11.434
N 15.169 -28.962 -11.055
N 15.534 -30.543 -12.618
H 15.448 -28.318 -10.358
H 14.123 -28.996 -11.298
H 16.155 -30.961 -13.286
H 14.550 -30.483 -12.943
C 9.523 -24.559 -16.440
C 10.835 -25.101 -16.937
C 11.756 -25.494 -15.798
O 10.683 -26.111 -17.549
H 9.444 -24.525 -15.377
H 8.740 -25.236 -16.737
H 9.375 -23.540 -16.789
H 11.314 -24.330 -17.649
H 11.407 -26.337 -15.185
H 11.699 -24.725 -15.046
H 12.802 -25.506 -15.948
H 11.067 -25.984 -18.405
C 9.465 -31.369 -14.910
C 9.978 -31.751 -13.502
C 9.532 -30.885 -12.301
O 9.528 -32.835 -13.115
H 9.845 -30.449 -15.339
H 8.369 -31.241 -14.699
H 9.553 -32.244 -15.515
H 11.078 -31.863 -13.561
H 8.417 -30.640 -12.134
H 9.937 -29.908 -12.368
H 9.891 -31.238 -11.298
H 9.892 -32.858 -12.283
C 15.200 -27.301 -13.853
C 15.847 -27.657 -15.283
C 15.172 -27.224 -16.517
O 17.076 -27.354 -15.378
H 14.191 -27.750 -13.790
H 15.039 -26.266 -13.939
H 15.780 -27.526 -12.954
H 15.898 -28.730 -15.266
H 15.124 -26.141 -16.598
H 14.160 -27.582 -16.682
H 15.652 -27.583 -17.465
H 17.111 -26.417 -15.359

Computed properties:
- Energy above the lowest of the compared OMol25 structures with the same formula, charge and spin: 158.6 kcal/mol
- Frontier orbital gap: 8.265 eV
- Total charge: 0
- LUMO energy: -0.15 eV

Atom charges from the Löwdin analysis, given in e for atoms 1 to 4: C -0.171; O -0.086; H 0.080; H 0.089


The following is a DFT calculation (ωB97M-V/def2-TZVPD) of a structure of composition C10H12F8O11S2V at a distorted geometry.

Geometry (Å):
O -1.074 -0.525 1.189
V -0.116 0.409 2.043
F -1.337 0.403 3.765
F 1.127 1.366 3.373
C 3.285 -1.386 3.749
F 3.628 -0.233 4.308
F 3.491 -1.343 2.432
F 4.082 -2.330 4.295
S 1.492 -1.820 4.135
O 1.060 -1.092 5.289
O 0.790 -1.396 2.906
O 1.497 -3.260 4.312
C -0.070 4.488 0.701
F -0.144 5.803 0.995
F -0.033 4.330 -0.634
F 1.072 4.072 1.240
S -1.514 3.603 1.452
O -1.590 4.122 2.788
O -2.681 3.877 0.646
O -1.055 2.217 1.369
O 1.300 0.884 0.570
C 1.570 0.753 -0.584
O 1.440 -0.458 -1.177
C 1.775 -0.377 -2.560
C 1.550 1.083 -2.870
C 2.038 1.764 -1.603
H 1.068 -1.012 -3.102
H 2.731 -0.820 -2.856
H 0.504 1.371 -3.017
H 1.960 1.532 -3.780
H 1.631 2.716 -1.275
H 3.131 1.775 -1.531
O -2.185 -0.182 -1.322
C -2.347 -1.268 -1.757
O -1.417 -1.891 -2.532
C -1.893 -3.160 -3.015
C -3.052 -3.479 -2.048
C -3.641 -2.103 -1.744
H -1.077 -3.876 -2.973
H -2.248 -2.911 -4.017
H -2.829 -4.041 -1.147
H -3.705 -4.065 -2.707
H -3.980 -1.832 -0.746
H -4.237 -1.708 -2.565

Computed properties:
- Frontier orbital gap (spin up / spin down): 6.580 / 6.701 eV
- Total charge: -2
- LUMO energy (spin up / spin down): 3.88 / 3.88 eV
- 2S+1: 2

Atom charges from the Löwdin analysis, given in e for atoms 1 to 4: O -0.351; V 0.998; F -0.529; F -0.534


The following is a DFT calculation (ωB97M-V/def2-TZVPD) of a structure of composition H26O13 at a distorted geometry.

Geometry (Å):
H -0.775 0.257 -0.694
H 0.574 0.745 -1.196
H 3.800 -1.967 -0.753
H 4.706 -2.195 0.446
H 3.814 -3.095 -2.191
H 2.553 -2.362 -2.615
H 3.266 -0.458 1.179
H 2.155 -1.053 2.029
H 0.216 -3.684 0.516
H -0.420 -2.328 0.777
H -1.324 -0.908 4.270
H -1.265 -0.193 2.931
H -3.573 2.739 -3.100
H -3.417 1.673 -2.028
H -2.814 -2.195 0.433
H -4.199 -2.695 0.807
H 4.640 1.911 -2.146
H 4.563 1.266 -0.771
H -2.483 -1.534 -2.188
H -3.902 -1.152 -2.577
H -5.194 1.890 0.467
H -5.031 0.725 -0.495
H 2.979 4.350 1.290
H 2.483 3.452 0.169
H -0.799 2.889 2.243
H 0.100 3.906 1.558
O 0.054 0.644 -0.391
O 3.847 -1.835 0.201
O 2.862 -3.073 -2.043
O 2.607 -1.161 1.185
O -0.146 -3.137 1.223
O -1.648 -0.964 3.364
O -3.252 2.607 -2.201
O -3.263 -2.871 0.953
O 4.342 2.077 -1.244
O -3.386 -1.523 -1.852
O -5.498 1.561 -0.386
O 3.270 3.912 0.482
O -0.442 3.779 2.345

Computed properties:
- Energy above the lowest of the compared OMol25 structures with the same formula, charge and spin: 164.2 kcal/mol
- Frontier orbital gap: 8.101 eV
- Total charge: 0
- LUMO energy: -0.58 eV

Atom charges from the Löwdin analysis, given in e for atoms 1 to 4: H 0.016; H 0.038; H 0.014; H 0.073


The following is a DFT calculation (ωB97M-V/def2-TZVPD) of a cluster of 2 separate species, C12H18N2O2 in total at a distorted geometry.

Geometry (Å):
C -1.599 -1.431 1.043
C -0.057 -1.383 1.041
N 0.423 0.030 1.047
C -0.063 0.729 2.278
C -1.605 0.747 2.305
C -2.142 0.020 1.044
C -1.601 0.745 -0.215
C -0.058 0.721 -0.181
H -1.974 -1.974 0.166
H -1.973 -1.973 1.920
H 0.361 -1.893 1.915
H 0.363 -1.890 0.166
H 0.355 0.223 3.155
H 0.352 1.743 2.281
H -1.984 0.257 3.210
H -1.983 1.776 2.333
H -3.245 0.018 1.042
H -1.978 0.257 -1.122
H -1.976 1.776 -0.244
H 0.358 1.735 -0.186
H 0.362 0.216 -1.057
C 5.546 -0.033 -2.178
N 4.946 0.235 -0.896
C 4.968 1.476 -0.263
O 5.483 2.486 -0.691
C 4.257 1.298 0.997
C 3.850 0.029 1.091
C 4.274 -0.693 -0.102
O 4.095 -1.865 -0.365
H 5.391 -1.076 -2.443
H 5.093 0.606 -2.931
H 6.611 0.177 -2.128
H 4.100 2.084 1.715
H 3.290 -0.411 1.898

Computed properties:
- Energy above the lowest of the compared OMol25 structures with the same formula, charge and spin: 19.8 kcal/mol
- Frontier orbital gap: 7.914 eV
- Total charge: 0
- LUMO energy: -0.51 eV

Atom charges from the Löwdin analysis, given in e for atoms 1 to 4: C -0.142; C -0.171; N -0.175; C -0.168


The following is a DFT calculation (ωB97M-V/def2-TZVPD) of the molecule C4H11NO2 at a distorted geometry.

Geometry (Å):
C 1.602 -0.120 1.670
N 1.174 -0.757 0.388
C 0.335 0.109 -0.469
C -0.081 -0.589 -1.727
O -1.251 -0.154 -2.378
C -0.997 0.283 0.356
O -1.941 1.291 -0.102
H 2.682 -0.244 1.764
H 1.123 -0.746 2.428
H 1.400 0.952 1.692
H 0.547 -1.518 0.622
H 0.774 1.113 -0.562
H -0.268 -1.655 -1.521
H 0.790 -0.582 -2.402
H -1.573 0.663 -2.009
H -0.731 0.621 1.353
H -1.535 -0.668 0.337
H -2.050 2.002 0.561

Computed properties:
- Energy above the lowest of the compared OMol25 structures with the same formula, charge and spin: 50.7 kcal/mol
- Frontier orbital gap: 9.685 eV
- Total charge: 0
- LUMO energy: 0.66 eV

Atom charges from the Löwdin analysis, given in e for atoms 1 to 4: C -0.110; N -0.081; C -0.330; C -0.252


The following is a DFT calculation (ωB97M-V/def2-TZVPD) of a structure of composition C19H19ClF6N4O3PRuS2.

Geometry (Å):
Ru -0.458 0.728 -0.305
C -2.918 -1.033 3.074
C -2.389 0.039 2.148
C -2.559 1.428 2.753
O -0.981 -0.188 1.896
C -3.121 0.059 0.798
O -4.252 -0.364 0.676
O -2.442 0.627 -0.160
H -2.447 -0.942 4.055
H -2.716 -2.028 2.674
H -3.996 -0.920 3.173
H -1.950 1.526 3.653
H -3.610 1.568 3.007
H -2.263 2.203 2.050
H -0.824 -1.144 1.845
S -0.433 2.997 -0.838
C 0.524 3.391 0.512
S 0.490 1.981 1.453
C 1.190 4.567 0.771
C 1.097 5.679 -0.115
N 1.020 6.575 -0.836
C 2.026 4.677 1.919
N 2.710 4.767 2.843
Cl -3.628 0.148 -2.936
C -2.270 -0.923 -2.924
C -2.508 -2.254 -3.230
C -1.452 -3.141 -3.333
C -0.149 -2.702 -3.139
C 0.077 -1.381 -2.819
C -0.969 -0.456 -2.689
C -0.651 0.952 -2.369
H -3.527 -2.580 -3.390
H -1.647 -4.181 -3.561
H 0.678 -3.396 -3.195
H 1.087 -1.037 -2.638
H -1.460 1.640 -2.593
H 0.283 1.284 -2.807
C 4.704 -0.181 1.062
N 3.656 0.200 0.133
C 3.757 1.110 -0.897
C 2.499 1.265 -1.385
N 1.633 0.472 -0.666
C 2.366 -0.135 0.248
H 5.651 -0.248 0.532
H 4.463 -1.152 1.487
H 4.785 0.556 1.860
H 4.696 1.543 -1.192
H 2.166 1.888 -2.196
H 1.997 -0.833 0.982
F -0.301 -1.887 -0.049
P 0.299 -3.277 0.653
F 0.895 -4.572 1.373
F 0.930 -2.321 1.835
F 1.653 -3.075 -0.201
F -1.064 -3.366 1.513
F -0.347 -4.151 -0.514

Computed properties:
- Energy above the lowest of the compared OMol25 structures with the same formula, charge and spin: 0.0 kcal/mol
- Frontier orbital gap (spin up / spin down): 6.822 / 6.820 eV
- Total charge: -1
- LUMO energy (spin up / spin down): 1.20 / 1.20 eV

Atom charges from the Löwdin analysis, given in e for atoms 1 to 4: Ru 0.969; C -0.007; C -0.510; C -0.028